Entry from the Open Molecules 2025 dataset: the molecule C20H27N3O2S in a non-equilibrium geometry (ωB97M-V with the def2-TZVPD basis set).

- Relative energy (zero: lowest compared OMol25 entry of this formula, charge and spin): 581.5 kcal/mol
- E_HOMO: -7.566 eV
- HOMO-LUMO gap: 7.72 eV
- Electronic energy: -40556.44580 eV

ORCA input file:
```
! RIJCOSX wB97M-V def2-TZVPD def2/J DEFGRID3
* xyz 0 1
C -5.116 -2.921 -1.156
C -4.304 -2.582 -0.225
N -3.053 -2.126 -0.470
C -3.002 -0.846 -0.960
C -2.895 0.446 -0.219
N -1.875 0.289 0.809
C -0.583 0.568 0.479
C 0.694 0.425 1.267
N 1.854 0.497 0.780
S 2.355 -0.559 -0.521
O 1.643 -1.647 -0.424
O 2.127 0.118 -1.984
C 4.093 -0.702 -0.254
C 4.957 -0.059 -0.936
C 6.294 -0.151 -0.627
C 6.777 -0.839 0.322
C 5.831 -1.844 0.747
C 4.455 -1.679 0.905
C -0.432 1.927 0.141
C 0.105 2.539 -0.973
C 0.325 4.068 -1.321
C -0.341 4.882 -0.208
C -0.969 4.333 0.724
C -1.114 3.068 1.178
C -1.930 -1.099 1.501
C -2.008 -1.988 0.493
H -5.206 -2.143 -1.968
H -4.477 -3.634 -1.770
H -6.065 -3.328 -0.905
H -4.840 -1.531 0.365
H -4.040 -3.147 0.562
H -3.893 -0.510 -1.746
H -1.976 -0.649 -1.781
H -2.601 1.233 -0.569
H -3.797 0.561 0.341
H -0.213 -0.045 -0.544
H 0.572 -0.741 1.451
H 0.744 0.775 2.212
H 1.948 1.346 0.362
H 4.527 0.750 -1.600
H 6.918 0.611 -0.886
H 7.866 -1.238 0.664
H 6.013 -2.469 1.722
H 3.685 -2.273 1.118
H 0.570 1.728 -1.785
H 0.780 4.365 -2.158
H -0.255 6.072 -0.730
H -1.405 5.067 1.716
H -1.483 2.687 1.958
H -1.180 -1.114 2.305
H -2.949 -1.064 1.893
H -2.169 -3.057 0.867
H -0.964 -2.370 -0.161
*
```

Löwdin atomic charge list, values in e, 5 entries:
1. C -0.131
2. C -0.422
3. N -0.174
4. C -0.232
5. C -0.142